Computed, not measured: a 3-piece molecular cluster, C31H58F2O11SSi overall in a non-equilibrium geometry, with ωB97M-V/def2-TZVPD.

Positions of all 104 atoms, in Å:
C (-3.976, 3.727, -2.157)
O (-2.569, 3.644, -2.120)
C (-2.119, 2.297, -2.306)
C (-0.755, 2.377, -2.988)
C (-0.253, 1.047, -3.563)
C (-0.253, -0.121, -2.572)
C (0.579, 0.131, -1.287)
C (1.340, -1.107, -0.805)
O (2.747, -1.036, -1.093)
S (3.630, -1.195, 0.240)
O (4.488, -2.325, 0.262)
O (4.392, -0.002, 0.390)
O (2.431, -1.313, 1.285)
C (1.149, -1.556, 0.657)
C (0.909, -3.082, 0.813)
F (1.528, -3.475, 1.966)
F (1.491, -3.781, -0.199)
C (-0.566, -3.476, 0.933)
C (-1.533, -2.524, 0.178)
Si (-3.120, -3.320, -0.506)
C (-4.550, -2.710, 0.595)
C (-3.138, -5.198, -0.419)
C (-3.291, -2.675, -2.284)
C (-3.901, -1.449, -2.512)
C (-3.974, -0.973, -3.812)
C (-3.434, -1.729, -4.827)
C (-2.842, -2.952, -4.618)
C (-2.765, -3.436, -3.320)
H (-4.375, 3.815, -3.180)
H (-4.481, 2.923, -1.604)
H (-4.261, 4.663, -1.658)
H (-2.860, 1.694, -2.848)
H (-1.995, 1.886, -1.289)
H (-0.041, 2.874, -2.321)
H (-0.875, 3.067, -3.836)
H (-0.850, 0.755, -4.436)
H (0.768, 1.211, -3.935)
H (0.225, -0.969, -3.089)
H (-1.266, -0.478, -2.341)
H (-0.101, 0.519, -0.515)
H (1.275, 0.950, -1.510)
H (1.014, -1.921, -1.465)
H (0.408, -0.941, 1.166)
H (-0.852, -3.563, 1.986)
H (-0.637, -4.498, 0.541)
H (-0.985, -2.136, -0.692)
H (-1.815, -1.669, 0.805)
H (-5.160, -1.935, 0.120)
H (-4.127, -2.278, 1.511)
H (-5.191, -3.545, 0.895)
H (-2.949, -5.572, 0.594)
H (-4.099, -5.592, -0.769)
H (-2.369, -5.640, -1.068)
H (-4.281, -0.892, -1.658)
H (-4.426, -0.001, -3.990)
H (-3.472, -1.330, -5.839)
H (-2.400, -3.543, -5.414)
H (-2.307, -4.390, -3.071)
C (3.848, -5.948, 8.671)
O (4.723, -5.810, 7.571)
C (4.967, -6.991, 6.832)
C (4.586, -6.903, 5.360)
O (3.229, -6.646, 5.037)
C (2.629, -5.425, 5.436)
C (3.208, -4.129, 4.886)
O (4.547, -3.886, 5.273)
C (5.469, -3.741, 4.208)
H (4.423, -6.007, 9.600)
H (3.211, -5.062, 8.719)
H (3.204, -6.828, 8.585)
H (4.465, -7.853, 7.285)
H (6.047, -7.178, 6.874)
H (4.798, -7.886, 4.929)
H (5.236, -6.212, 4.822)
H (2.539, -5.388, 6.523)
H (1.601, -5.481, 5.066)
H (2.606, -3.308, 5.295)
H (3.097, -4.106, 3.798)
H (5.112, -4.194, 3.280)
H (6.402, -4.232, 4.495)
H (5.679, -2.681, 4.039)
C (-0.572, 9.543, 0.108)
O (-0.445, 9.604, -1.298)
C (0.843, 9.322, -1.809)
C (0.893, 8.147, -2.778)
O (0.496, 6.873, -2.302)
C (-0.838, 6.664, -1.862)
C (-1.962, 6.859, -2.874)
O (-2.062, 8.184, -3.368)
C (-1.937, 8.323, -4.769)
H (-0.554, 10.553, 0.528)
H (-1.536, 9.090, 0.349)
H (0.215, 8.942, 0.572)
H (1.563, 9.154, -1.000)
H (1.170, 10.210, -2.362)
H (1.943, 8.029, -3.061)
H (0.373, 8.379, -3.709)
H (-1.024, 7.231, -0.949)
H (-0.876, 5.616, -1.556)
H (-2.906, 6.646, -2.359)
H (-1.861, 6.132, -3.686)
H (-1.421, 7.477, -5.229)
H (-1.362, 9.229, -4.972)
H (-2.926, 8.439, -5.221)

Values from the calculation:
SMILES: COCCCCC[C@H]1OS(=O)(=O)O[C@@H]1C(F)(F)CC[Si](C)(C)c1ccccc1.COCCOCCOC.COCCOCCOC
Total charge: 0
DFT total energy, a.u.: -2930.8785
LUMO level, eV: 0.26

Computed, not measured: a 3-piece molecular cluster, C31H58IN2O10 overall in a non-equilibrium geometry, with ωB97M-V/def2-TZVPD.

Positions of all 102 atoms, in Å:
C (-9.502, 0.386, 1.377)
C (-10.302, 0.831, 2.592)
O (-9.531, 1.606, 3.496)
C (-8.946, 0.910, 4.570)
C (-7.429, 0.985, 4.523)
O (-6.928, 2.136, 5.202)
C (-6.091, 1.852, 6.288)
C (-4.682, 1.464, 5.817)
C (-4.151, -0.007, 5.988)
C (-4.868, -1.027, 6.824)
C (-4.976, -2.334, 6.358)
C (-5.601, -3.289, 7.157)
N (-6.126, -3.031, 8.353)
C (-6.014, -1.778, 8.793)
C (-5.395, -0.753, 8.085)
N (-2.770, 0.220, 6.555)
C (-2.295, 1.507, 5.910)
C (-0.908, 1.973, 6.307)
C (0.100, 1.930, 5.144)
C (1.015, 0.717, 5.173)
C (1.970, 0.716, 3.998)
O (1.218, 0.356, 2.823)
C (2.016, 0.033, 1.781)
O (1.958, 0.575, 0.745)
C (-3.514, 2.366, 6.242)
I (-3.430, 4.178, 5.133)
H (-8.986, -0.556, 1.549)
H (-10.176, 0.252, 0.533)
H (-8.799, 1.165, 1.096)
H (-10.761, -0.021, 3.094)
H (-11.118, 1.470, 2.258)
H (-9.232, -0.145, 4.573)
H (-9.309, 1.346, 5.502)
H (-7.019, 0.062, 4.943)
H (-7.131, 1.054, 3.477)
H (-6.552, 1.102, 6.928)
H (-6.020, 2.771, 6.869)
H (-4.741, 1.598, 4.738)
H (-4.063, -0.416, 4.986)
H (-4.594, -2.616, 5.387)
H (-5.673, -4.307, 6.802)
H (-6.443, -1.562, 9.762)
H (-5.333, 0.233, 8.525)
H (-2.948, 0.478, 7.529)
H (-2.144, -0.583, 6.531)
H (-2.396, 1.328, 4.840)
H (-0.532, 1.421, 7.168)
H (-1.007, 3.013, 6.609)
H (-0.451, 1.921, 4.206)
H (0.694, 2.840, 5.138)
H (1.612, 0.684, 6.084)
H (0.443, -0.212, 5.115)
H (2.382, 1.713, 3.848)
H (2.779, 0.000, 4.146)
H (2.692, -0.811, 1.958)
H (-3.554, 2.656, 7.291)
C (6.468, -3.438, -5.643)
O (5.437, -2.982, -4.797)
C (4.698, -4.039, -4.216)
C (3.863, -3.520, -3.069)
O (4.589, -3.325, -1.864)
C (5.420, -2.174, -1.806)
C (4.665, -0.884, -1.578)
O (4.090, -0.411, -2.782)
C (3.085, 0.549, -2.536)
H (6.062, -4.020, -6.478)
H (6.971, -2.557, -6.037)
H (7.199, -4.047, -5.099)
H (5.376, -4.821, -3.852)
H (4.032, -4.474, -4.974)
H (3.116, -4.281, -2.831)
H (3.336, -2.609, -3.361)
H (6.057, -2.098, -2.689)
H (6.065, -2.337, -0.939)
H (5.361, -0.124, -1.196)
H (3.881, -1.052, -0.828)
H (2.266, 0.115, -1.954)
H (2.699, 0.882, -3.497)
H (3.488, 1.413, -1.996)
C (6.427, 3.657, -10.837)
O (5.689, 2.568, -10.333)
C (5.574, 1.520, -11.279)
C (5.139, 0.237, -10.610)
O (6.191, -0.456, -9.956)
C (6.610, 0.053, -8.699)
C (5.680, -0.290, -7.559)
O (4.559, 0.574, -7.535)
C (3.517, 0.049, -6.743)
H (5.951, 4.082, -11.728)
H (6.462, 4.418, -10.059)
H (7.452, 3.358, -11.085)
H (6.535, 1.357, -11.782)
H (4.825, 1.802, -12.033)
H (4.800, -0.443, -11.394)
H (4.302, 0.418, -9.933)
H (6.787, 1.130, -8.745)
H (7.566, -0.437, -8.503)
H (6.218, -0.185, -6.606)
H (5.349, -1.332, -7.661)
H (3.158, -0.904, -7.150)
H (2.700, 0.768, -6.757)
H (3.844, -0.108, -5.708)

Values from the calculation:
Total charge: +1
DFT total energy, a.u.: -2375.1859
LUMO level, eV: -3.18

Computed, not measured: C31H59BBrCl2MgN2O8P as an isolated structure in a non-equilibrium geometry, with ωB97M-V/def2-TZVPD.

Positions of all 106 atoms, in Å:
C (6.153, -0.946, 1.392)
C (5.160, -0.098, 0.607)
C (3.857, -0.834, 0.313)
C (2.719, 0.145, 0.084)
C (1.402, -0.473, -0.392)
C (0.870, -1.571, 0.548)
C (-0.545, -1.329, 1.079)
C (-1.686, -1.654, 0.077)
C (-2.256, -0.293, -0.368)
C (-3.010, 0.479, 0.677)
O (-3.741, -0.062, 1.478)
C (-2.824, 1.966, 0.757)
C (-3.818, 2.726, 1.372)
C (-3.689, 4.100, 1.518)
C (-2.544, 4.739, 1.060)
C (-1.566, 3.977, 0.445)
C (-1.683, 2.608, 0.284)
O (-1.101, -2.152, -1.117)
B (-1.314, -3.550, -1.306)
C (-1.721, -3.921, -2.926)
O (-2.699, -3.100, -3.427)
C (-2.254, -2.035, -4.251)
N (-0.054, -4.486, -1.115)
C (0.116, -5.106, 0.194)
C (1.490, -5.800, 0.232)
O (-2.333, -3.894, -0.352)
C (-2.697, -2.801, 0.494)
C (-2.621, -3.401, 1.914)
C (-3.302, -2.659, 3.085)
C (-2.361, -1.867, 3.996)
C (-1.344, -2.752, 4.728)
P (-4.485, -2.630, 0.012)
N (-4.796, -2.151, -1.462)
H (7.168, -0.563, 1.321)
H (6.155, -1.965, 0.996)
H (5.875, -0.995, 2.444)
H (5.644, 0.247, -0.309)
H (4.937, 0.817, 1.216)
H (3.652, -1.461, 1.184)
H (4.024, -1.472, -0.561)
H (2.569, 0.744, 0.982)
H (3.052, 0.832, -0.700)
H (0.689, 0.346, -0.492)
H (1.605, -0.924, -1.365)
H (0.989, -2.540, 0.074)
H (1.510, -1.585, 1.433)
H (-0.590, -0.278, 1.376)
H (-0.647, -1.882, 2.007)
H (-1.386, 0.293, -0.643)
H (-2.875, -0.347, -1.263)
H (-4.691, 2.207, 1.742)
H (-4.475, 4.649, 2.016)
H (-2.429, 5.807, 1.193)
H (-0.644, 4.441, 0.117)
H (-0.890, 2.049, -0.189)
H (-2.100, -4.944, -2.925)
H (-0.792, -3.876, -3.503)
H (-2.890, -1.175, -4.053)
H (-1.213, -1.789, -4.051)
H (-2.402, -2.315, -5.296)
H (-0.083, -5.246, -1.790)
H (-0.638, -5.865, 0.409)
H (0.122, -4.319, 0.942)
H (2.226, -5.221, -0.318)
H (1.403, -6.796, -0.201)
H (1.791, -5.928, 1.270)
H (-1.582, -3.578, 2.187)
H (-3.086, -4.381, 1.824)
H (-4.122, -2.020, 2.776)
H (-3.739, -3.429, 3.725)
H (-1.892, -1.036, 3.473)
H (-3.007, -1.415, 4.752)
H (-1.711, -3.779, 4.776)
H (-1.214, -2.434, 5.756)
H (-0.363, -2.750, 4.258)
H (-5.164, -1.831, 0.932)
H (-4.954, -3.936, 0.231)
H (-3.949, -1.977, -1.986)
Mg (-0.426, 5.016, -1.717)
C (1.395, 2.201, -4.172)
C (2.587, 2.273, -3.244)
O (3.661, 1.428, -3.676)
C (4.384, 1.900, -4.690)
O (4.227, 2.957, -5.243)
O (5.319, 0.998, -4.986)
C (6.140, 1.343, -6.105)
H (1.070, 1.167, -4.300)
H (0.566, 2.780, -3.761)
H (1.633, 2.597, -5.158)
H (2.320, 1.904, -2.256)
H (2.944, 3.297, -3.131)
H (6.578, 2.330, -5.975)
H (5.558, 1.314, -7.024)
H (6.924, 0.593, -6.142)
O (0.842, -1.087, 6.190)
H (0.214, -0.516, 5.738)
H (0.755, -0.852, 7.119)
Br (4.184, 2.076, 2.829)
Cl (-0.769, 8.947, 3.644)
C (-0.800, 9.721, 2.041)
C (-2.174, 9.691, 1.427)
Cl (-2.675, 8.030, 0.995)
H (-0.073, 9.213, 1.412)
H (-0.486, 10.754, 2.174)
H (-2.182, 10.275, 0.508)
H (-2.923, 10.094, 2.103)

Values from the calculation:
Energy relative to the best compared isomer or geometry (same formula, charge and spin), kJ/mol: 0.0
Total charge: 0
DFT total energy, a.u.: -5988.5057
LUMO level, eV: -5.25

Computed, not measured: a 4-piece molecular cluster, C31H59N2O14P3S overall in a non-equilibrium geometry, with ωB97M-V/def2-TZVPD.

Positions of all 110 atoms, in Å:
C (8.508, -1.728, -1.256)
C (7.440, -0.809, -2.022)
C (6.011, -1.487, -1.875)
C (5.078, -0.729, -0.855)
C (5.703, -0.667, 0.629)
C (4.525, -0.414, 1.651)
C (3.984, 1.071, 1.673)
C (2.711, 1.319, 0.765)
C (1.441, 0.469, 1.172)
C (0.731, -0.033, -0.152)
N (1.426, -0.962, -0.859)
C (0.704, -1.323, -1.991)
C (1.308, -2.384, -2.875)
C (0.659, -2.883, -4.079)
S (1.482, -4.201, -5.064)
C (-0.665, -2.316, -4.492)
C (-1.272, -1.305, -3.633)
C (-0.609, -0.792, -2.383)
N (-1.275, 0.192, -1.657)
C (-0.594, 0.562, -0.539)
C (-1.299, 1.659, 0.358)
C (-0.511, 3.019, 0.421)
C (-0.473, 3.807, -0.938)
O (0.273, 3.124, -1.970)
C (1.208, 3.940, -2.589)
C (2.588, 3.241, -2.920)
O (1.037, 5.090, -2.912)
H (9.378, -1.116, -0.898)
H (8.815, -2.564, -1.950)
H (7.957, -2.193, -0.393)
H (7.403, 0.176, -1.482)
H (7.762, -0.661, -3.085)
H (6.093, -2.595, -1.655)
H (5.507, -1.420, -2.886)
H (5.002, 0.348, -1.200)
H (4.056, -1.180, -0.745)
H (6.535, 0.092, 0.699)
H (6.200, -1.677, 0.767)
H (3.730, -1.185, 1.460)
H (4.942, -0.618, 2.686)
H (4.817, 1.786, 1.391)
H (3.717, 1.338, 2.740)
H (3.001, 0.982, -0.277)
H (2.539, 2.428, 0.709)
H (0.738, 0.974, 1.881)
H (1.772, -0.484, 1.687)
H (2.304, -2.816, -2.607)
H (2.819, -3.867, -5.023)
H (-1.191, -2.640, -5.419)
H (-2.255, -0.874, -3.943)
H (-2.318, 1.860, -0.090)
H (-1.477, 1.173, 1.355)
H (0.537, 2.938, 0.813)
H (-1.067, 3.685, 1.152)
H (-0.080, 4.841, -0.703)
H (-1.516, 3.975, -1.351)
H (3.153, 2.955, -1.993)
H (3.176, 3.850, -3.650)
H (2.341, 2.264, -3.442)
C (3.362, -4.686, 1.693)
O (4.361, -5.611, 2.113)
P (5.486, -6.047, 1.074)
O (5.914, -5.004, 0.128)
O (4.917, -7.377, 0.395)
C (3.816, -7.259, -0.499)
O (6.619, -6.606, 2.029)
C (7.861, -6.981, 1.439)
H (3.024, -4.127, 2.565)
H (3.751, -3.980, 0.958)
H (2.512, -5.225, 1.271)
H (3.827, -6.301, -1.024)
H (2.883, -7.363, 0.058)
H (3.877, -8.061, -1.233)
H (8.643, -6.328, 1.825)
H (7.838, -6.907, 0.350)
H (8.087, -8.010, 1.719)
C (-8.555, 3.646, -3.242)
O (-7.135, 3.705, -3.317)
P (-6.280, 2.622, -2.520)
O (-6.876, 1.278, -2.435)
O (-5.968, 3.309, -1.111)
C (-7.039, 3.473, -0.188)
O (-4.882, 2.700, -3.257)
C (-3.878, 1.757, -2.882)
H (-8.965, 4.057, -4.164)
H (-8.910, 2.620, -3.132)
H (-8.907, 4.248, -2.403)
H (-7.783, 2.680, -0.291)
H (-7.512, 4.443, -0.350)
H (-6.639, 3.446, 0.825)
H (-3.658, 1.120, -3.738)
H (-4.194, 1.133, -2.044)
H (-2.975, 2.297, -2.600)
C (-5.326, 2.672, 4.467)
O (-6.351, 1.738, 4.791)
P (-7.871, 2.207, 4.699)
O (-8.177, 3.171, 3.625)
O (-8.222, 2.708, 6.175)
C (-7.635, 3.920, 6.633)
O (-8.642, 0.827, 4.610)
C (-10.050, 0.865, 4.389)
H (-4.466, 2.119, 4.089)
H (-5.650, 3.377, 3.701)
H (-5.025, 3.216, 5.364)
H (-7.465, 4.619, 5.811)
H (-6.689, 3.700, 7.132)
H (-8.309, 4.384, 7.352)
H (-10.265, 0.403, 3.426)
H (-10.440, 1.884, 4.392)
H (-10.544, 0.294, 5.175)

Values from the calculation:
SMILES: CCCCCCCCCc1nc2cc(S)ccc2nc1CCCOC(C)=O.COP(=O)(OC)OC.COP(=O)(OC)OC.COP(=O)(OC)OC
Total charge: 0
DFT total energy, a.u.: -3801.9273
LUMO level, eV: -0.58

> What is the formula in the second record?

C31H58IN2O10